[1]
DFT (ωB97M-V/def2-TZVPD) results for a structure of composition CH8N3OSi.

Structure (ORCA input):
```
! RIJCOSX wB97M-V def2-TZVPD def2/J DEFGRID3
* xyz 1 3
C -1.2043 0.2405 0.0728
N -2.2801 -0.2370 -0.4522
N -0.2356 -0.6234 0.4407
N 0.9302 0.0343 0.8196
O -1.2251 1.3864 0.6052
Si 2.1484 0.2164 -0.4436
H -2.4292 -1.2319 -0.8653
H -3.1222 0.3347 -0.5946
H -0.0510 -1.4896 -0.0933
H -0.5265 1.5471 1.3213
H 1.2715 -0.3996 1.6993
H 2.2233 -1.4653 -1.1974
H 1.2258 0.8950 -1.4523
H 3.2748 0.7925 0.1397
*
```

Calculated values
* Kohn-Sham gap (alpha / beta): 0.1613 / 0.2088 Ha
* total energy: -15547.854 eV
* highest occupied orbital energy (alpha / beta): -8.22 / -14.87 eV
* relative energy (zero: lowest compared OMol25 entry of this formula, charge and spin): 0.0 kcal per mole

---

[2]
DFT (ωB97M-V/def2-TZVPD) results for a cluster of 3 separate species, CH8NO2 in total.

Structure (ORCA input):
```
! RIJCOSX wB97M-V def2-TZVPD def2/J DEFGRID3
* xyz 1 1
C -0.4025 -0.3710 -0.9021
N -1.0525 0.7100 -0.6605
H -0.5876 -1.3361 -0.4051
H 0.6446 -0.1003 -1.0828
H -1.8710 0.5715 -0.0774
H -0.6190 1.6238 -0.7239
H 1.5189 3.2832 -0.0649
H 2.0388 1.9586 0.6226
O 1.3189 2.3654 0.1242
H 0.4467 -2.7913 1.0042
H -0.9548 -3.3624 1.1850
O -0.4803 -2.5515 0.9807
*
```

Calculated values
* Kohn-Sham gap: 0.3912 Ha
* total energy: -6744.255 eV
* highest occupied orbital energy: -15.95 eV
* relative energy (zero: lowest compared OMol25 entry of this formula, charge and spin): 24.7 kcal per mole

---

Which value of total energy does entry 1 give?
-15547.854 eV